A.
DFT (ωB97M-V with the def2-TZVPD basis set) results for C4H12O3S as an isolated structure.

The HOMO energy is -7.792 eV. The value obtained for the LUMO energy is -1.617 eV. The frontier orbital gap is 6.2 eV. As for the spin multiplicity: 1.

CARTESIAN COORDINATES (ANGSTROEM)
O1 -2.1175 -0.1285 1.6377
C1 -1.3577 -0.6875 0.8936
C2 -1.5717 -0.5883 -0.6264
C3 -1.0509 0.7701 -0.9627
C4 -0.8816 1.0770 -2.3109
S1 1.5229 -1.2418 -1.0635
H1 -0.5131 -1.2675 1.2927
H2 -0.8610 -1.2589 -1.1241
H3 -2.6212 -0.8034 -0.8298
H4 -0.0235 0.3564 -1.7459
H5 -0.9047 1.4222 -0.0993
H6 -1.7568 0.8350 -2.8985
H7 -0.2297 1.9154 -2.5263
H8 2.1369 -1.6477 -2.1813
H9 1.2555 1.6230 1.5545
H10 0.1938 2.6507 2.0473
O2 0.5637 2.2396 1.2613
H11 1.7343 -0.5561 1.0182
H12 2.8456 -0.5652 1.9598
O3 1.9207 -0.2886 1.9474

B.
DFT (ωB97M-V with the def2-TZVPD basis set) results for a 5-piece molecular cluster, C4H12O3S overall.

The HOMO energy is -7.467 eV. The value obtained for the LUMO energy is -4.017 eV. The frontier orbital gap is 3.4 eV. As for the spin multiplicity: 1.

CARTESIAN COORDINATES (ANGSTROEM)
O1 0.1104 -0.2676 0.2273
C1 -0.9189 0.6518 0.0259
C2 -2.1998 0.4000 0.6715
C3 -3.2291 -0.2463 -0.0258
C4 -4.2471 -1.0493 0.4200
S1 5.0089 -0.7808 1.2335
H1 -0.5894 1.6575 0.3771
H2 -2.2701 0.3198 1.7602
H3 -1.1806 0.5985 -1.0319
H4 3.1014 -0.3258 1.2698
H5 -3.1639 -0.2393 -1.1065
H6 -4.2334 -1.3305 1.4709
H7 -4.7852 -1.4791 -0.4159
H8 5.4460 -0.8096 2.5075
H9 2.8468 0.5640 -1.2807
H10 3.6086 -0.6603 -0.6529
O2 3.1149 -0.3734 -1.4258
H11 1.5976 1.9302 -2.1650
H12 0.8335 0.0429 -0.3657
O3 1.1495 1.3975 -1.4938

Result of the stability comparison: B is the least stable of them.

A.
DFT (ωB97M-V with the def2-TZVPD basis set) results for C24H17IrN4O6S5 as an isolated structure.

Its net charge is +1. The HOMO energy (alpha / beta) is -10.045 / -10.791 eV. The value obtained for the LUMO energy (alpha / beta) is -4.160 / -4.661 eV. The frontier orbital gap (alpha / beta) is 5.9 / 6.1 eV. As for the spin multiplicity: 2.

CARTESIAN COORDINATES (ANGSTROEM)
Ir1 -1.0493 -0.5119 1.4751
O1 -4.1693 1.5622 -0.8408
C1 -3.3541 0.7677 -0.1820
O2 -2.8557 1.0416 0.8926
C2 -3.0689 -0.5261 -0.8300
C3 -3.5490 -0.9459 -2.0468
C4 -3.1351 -2.1932 -2.5234
C5 -2.2743 -2.9618 -1.7645
C6 -1.8618 -2.4679 -0.5345
N1 -2.2496 -1.2881 -0.0966
C7 -0.9315 -3.1770 0.3955
O3 -0.5675 -4.2931 0.1538
O4 -0.6123 -2.4619 1.4655
H1 -4.3275 2.3710 -0.3272
H2 -4.2263 -0.3184 -2.6090
H3 -3.4822 -2.5509 -3.4838
H4 -1.8970 -3.9228 -2.0866
O5 4.3067 -0.2095 0.2503
C8 3.7363 -0.5372 -0.9157
C9 4.5904 -0.7852 -1.9928
C10 4.0832 -1.1020 -3.2314
C11 2.7014 -1.1821 -3.4443
C12 1.8514 -0.9468 -2.3941
C13 2.3437 -0.6149 -1.1178
C14 1.3733 -0.3641 -0.0575
O6 0.1213 -0.3775 -0.3236
N2 1.8191 -0.0409 1.1462
N3 0.8309 0.0200 2.0498
C15 1.0328 0.4097 3.2514
C16 -0.0975 0.2691 4.1358
C17 -0.0505 0.4680 5.5019
C18 -1.1921 0.2430 6.2533
C19 -2.3540 -0.1717 5.6182
C20 -2.3345 -0.3474 4.2507
N4 -1.2260 -0.1253 3.5230
H5 3.6068 -0.1160 0.9261
H6 5.6564 -0.7368 -1.8122
H7 4.7649 -1.3004 -4.0492
H8 2.3107 -1.4437 -4.4188
H9 0.7784 -1.0179 -2.5142
H10 1.9984 0.7732 3.5770
H11 0.8748 0.7811 5.9652
H12 -1.1743 0.3836 7.3262
H13 -3.2624 -0.3640 6.1708
H14 -3.2071 -0.6741 3.7063
C21 -1.3918 2.1202 -3.1704
S1 0.3282 2.1859 -3.6813
C22 1.2881 2.5937 -2.3117
C23 0.9910 2.7761 -0.9460
S2 -0.4627 2.6592 -0.1307
S3 2.4006 3.1729 0.0244
C24 3.6148 3.0977 -1.2024
S4 5.1928 3.3128 -0.9457
S5 2.9480 2.7656 -2.7769
H15 -1.9319 1.8973 -4.0907
H16 -1.7129 3.0749 -2.7661
H17 -1.5357 1.3302 -2.4405

B.
DFT (ωB97M-V with the def2-TZVPD basis set) results for C24H17IrN4O6S5 as an isolated structure.

Its net charge is +1. The HOMO energy (alpha / beta) is -9.484 / -10.301 eV. The value obtained for the LUMO energy (alpha / beta) is -4.288 / -4.288 eV. The frontier orbital gap (alpha / beta) is 5.2 / 6.0 eV. As for the spin multiplicity: 2.

CARTESIAN COORDINATES (ANGSTROEM)
Ir1 -0.3271 1.5923 0.4350
O1 2.5688 3.3107 2.8580
C1 1.5541 2.7560 2.2526
O2 1.4341 2.7407 1.0205
C2 0.5292 2.1345 3.1441
C3 0.5161 2.0031 4.5186
C4 -0.5596 1.3148 5.0860
C5 -1.5651 0.7748 4.2906
C6 -1.4798 0.9427 2.9163
N1 -0.4605 1.6203 2.4146
C7 -2.4474 0.4047 1.8559
O3 -3.4598 -0.1373 2.1991
O4 -2.0688 0.6073 0.5998
H1 3.2016 3.6588 2.2063
H2 1.3142 2.4082 5.1239
H3 -0.6005 1.1900 6.1593
H4 -2.3978 0.2230 4.7046
O5 2.5684 -1.8542 1.1517
C8 2.6701 -2.1679 -0.1527
C9 3.5271 -3.2213 -0.4739
C10 3.7097 -3.5939 -1.7864
C11 3.0427 -2.9291 -2.8193
C12 2.1985 -1.8902 -2.5133
C13 1.9894 -1.4867 -1.1821
C14 1.1020 -0.3614 -0.9099
O6 0.9029 -0.0294 0.3465
N2 0.5504 0.2792 -1.9354
N3 -0.1967 1.3184 -1.5026
C15 -0.8693 2.1098 -2.2592
C16 -1.6121 3.1551 -1.5507
C17 -2.4053 4.0866 -2.1964
C18 -3.0830 5.0375 -1.4491
C19 -2.9553 5.0359 -0.0705
C20 -2.1503 4.0790 0.5202
N4 -1.4904 3.1684 -0.1927
H5 1.8970 -1.1564 1.2400
H6 4.0283 -3.7333 0.3366
H7 4.3723 -4.4189 -2.0151
H8 3.1884 -3.2288 -3.8475
H9 1.6774 -1.3588 -3.2972
H10 -0.8854 2.0005 -3.3357
H11 -2.4911 4.0572 -3.2735
H12 -3.7078 5.7702 -1.9412
H13 -3.4708 5.7563 0.5472
H14 -2.0266 4.0277 1.5937
C21 -1.5950 -2.4139 -3.3286
S1 -0.9094 -4.0774 -3.2558
C22 -0.3080 -4.3557 -1.6636
C23 -0.5853 -3.7430 -0.4317
S2 -1.6240 -2.4849 -0.1018
S3 0.2547 -4.4859 0.9260
C24 1.1321 -5.7039 0.0731
S4 2.1834 -6.7478 0.7398
S5 0.7861 -5.6984 -1.6337
H15 -1.6759 -2.2316 -4.4006
H16 -0.9183 -1.6924 -2.8772
H17 -2.5727 -2.3610 -2.8624

Result of the stability comparison: A is the least stable of them.

A.
DFT (ωB97M-V with the def2-TZVPD basis set) results for C7H16 as an isolated structure.

The HOMO energy is -10.207 eV. The value obtained for the LUMO energy is 1.098 eV. The frontier orbital gap is 11.3 eV. As for the spin multiplicity: 1.

CARTESIAN COORDINATES (ANGSTROEM)
C1 0.6359 0.6209 -3.4315
C2 1.5115 1.2140 -2.5940
C3 0.9145 1.5127 2.2045
C4 0.8406 0.1748 1.5017
C5 -0.5515 0.0070 0.9133
C6 -0.8807 -1.5485 0.6600
C7 -2.1412 -1.9176 0.0309
H1 -0.3946 0.7550 -3.2222
H2 0.7873 0.0850 -4.3383
H3 1.2988 1.7961 -1.7866
H4 2.9017 1.0477 -2.5730
H5 0.2442 2.5467 1.7747
H6 0.5181 1.4442 3.3137
H7 2.0023 1.8233 2.1392
H8 0.7874 -0.6126 2.2702
H9 1.3735 -0.0978 0.5872
H10 -1.1921 0.4746 1.6402
H11 -0.6677 0.5919 -0.1845
H12 -0.6673 -2.0477 1.7530
H13 0.0932 -2.0560 0.0163
H14 -2.0210 -1.3305 -0.8950
H15 -2.3376 -3.0185 -0.3094
H16 -3.0553 -1.4647 0.5294

B.
DFT (ωB97M-V with the def2-TZVPD basis set) results for C7H16 as an isolated structure.

The HOMO energy is -9.871 eV. The value obtained for the LUMO energy is 0.926 eV. The frontier orbital gap is 10.8 eV. As for the spin multiplicity: 1.

CARTESIAN COORDINATES (ANGSTROEM)
C1 -1.2715 -1.4049 3.3219
C2 -2.1104 -2.2071 2.4867
C3 -0.8103 -0.9553 -2.3776
C4 0.6369 -0.6171 -1.7665
C5 0.4962 0.8107 -1.3484
C6 1.6998 1.1704 -0.2929
C7 1.3337 2.4462 0.5492
H1 -0.7906 -0.4411 3.1499
H2 -0.3622 -1.7977 4.2713
H3 -2.8159 -1.4481 1.6854
H4 -2.1185 -3.3394 2.6392
H5 -1.5934 -0.8491 -1.5060
H6 -1.0259 -0.3653 -3.4216
H7 -1.2764 -2.1334 -2.5647
H8 1.4316 -0.6002 -2.6317
H9 1.0580 -1.2013 -1.0853
H10 0.1218 1.6419 -2.0187
H11 -0.3021 0.9342 -0.6656
H12 2.5995 1.3241 -0.9651
H13 1.6325 0.4173 0.4394
H14 0.3277 2.4009 1.1427
H15 2.1205 2.9302 1.1608
H16 1.0190 3.2840 -0.2024

Result of the stability comparison: B is the least stable of them.

A.
DFT (ωB97M-V with the def2-TZVPD basis set) results for a 2-piece molecular cluster, C2H3ClO2 overall.

The HOMO energy (alpha / beta) is -9.852 / -8.844 eV. The value obtained for the LUMO energy (alpha / beta) is -0.307 / -0.446 eV. The frontier orbital gap (alpha / beta) is 9.5 / 8.4 eV. As for the spin multiplicity: 1.

CARTESIAN COORDINATES (ANGSTROEM)
C1 -0.9249 0.8653 0.3810
C2 -0.8397 -0.0659 -0.4984
O1 1.8369 -1.0215 0.4519
O2 1.0941 -1.0366 -0.7222
Cl1 -1.7029 -0.9159 -1.6126
H1 -1.8027 1.1048 0.9222
H2 0.0101 1.2203 0.8334
H3 2.3291 -0.1504 0.2446

B.
DFT (ωB97M-V with the def2-TZVPD basis set) results for one molecule with the formula C2H3ClO2.

The HOMO energy is -11.022 eV. The value obtained for the LUMO energy is 0.567 eV. The frontier orbital gap is 11.6 eV. As for the spin multiplicity: 1.

CARTESIAN COORDINATES (ANGSTROEM)
O1 -0.2886 -0.7562 1.6869
C1 0.3888 -0.1332 0.9332
O2 1.7734 -0.1745 0.9523
C2 0.0747 0.7259 -0.2268
Cl1 -1.0218 0.1198 -1.5570
H1 2.0048 -0.8165 1.5866
H2 -0.3460 1.6869 0.1870
H3 1.0525 0.9813 -0.6561

C.
DFT (ωB97M-V with the def2-TZVPD basis set) results for one molecule with the formula C2H3ClO2.

The HOMO energy is -11.091 eV. The value obtained for the LUMO energy is 0.844 eV. The frontier orbital gap is 11.9 eV. As for the spin multiplicity: 1.

CARTESIAN COORDINATES (ANGSTROEM)
O1 0.9497 1.5884 0.2965
C1 0.3325 0.8625 1.0137
O2 -0.2937 -0.2498 0.6449
C2 -0.2133 -0.5865 -0.7268
Cl1 -1.1564 -2.0524 -0.9663
H1 0.1897 1.0024 2.0958
H2 -0.6342 0.2147 -1.3437
H3 0.8257 -0.7794 -1.0142

Result of the stability comparison: A is the least stable of them.

A.
DFT (ωB97M-V with the def2-TZVPD basis set) results for C8H14IN as an isolated structure.

The HOMO energy is -8.478 eV. The value obtained for the LUMO energy is -0.747 eV. The frontier orbital gap is 7.7 eV. As for the spin multiplicity: 1.

CARTESIAN COORDINATES (ANGSTROEM)
C1 -1.9682 -0.8706 0.0670
C2 -3.0354 -1.4350 -2.0573
C3 1.8593 -0.9339 0.2293
C4 2.2400 0.8368 1.5635
C5 1.3003 1.2594 -0.6417
C6 -0.3525 0.3769 1.2515
C7 -2.6929 -0.6916 -0.9129
C8 1.1935 0.3219 0.6288
N1 -1.2289 -0.6835 1.0144
I1 -4.2098 0.8768 -0.1356
H1 -3.7310 -0.7630 -2.4814
H2 -2.2372 -1.5120 -2.8116
H3 -3.6526 -2.3282 -1.8899
H4 1.2213 -1.8952 0.2949
H5 2.5226 -1.1150 1.0614
H6 2.4080 -0.8423 -0.7583
H7 3.1164 0.7291 0.9448
H8 2.1891 0.3692 2.5365
H9 2.2138 1.9956 1.8250
H10 1.5213 0.8148 -1.6870
H11 1.9900 2.0209 -0.4986
H12 0.3861 1.7527 -0.9176
H13 -0.4471 0.3302 2.3992
H14 -0.6062 1.3862 0.9754

B.
DFT (ωB97M-V with the def2-TZVPD basis set) results for one molecule with the formula C8H14IN.

The HOMO energy is -7.175 eV. The value obtained for the LUMO energy is 0.582 eV. The frontier orbital gap is 7.8 eV. As for the spin multiplicity: 1.

CARTESIAN COORDINATES (ANGSTROEM)
C1 -3.5677 2.0057 1.5927
C2 -3.2660 0.6840 0.8397
I1 -4.7818 -0.0608 -0.4807
C3 -2.0501 0.1000 0.5775
N1 -1.0042 -0.4836 0.5196
C4 0.3009 -1.2396 0.2827
C5 1.4971 -0.5050 -0.4257
C6 1.1674 -0.1577 -1.9385
C7 2.6066 -1.5254 -0.5755
C8 1.8633 0.6971 0.4179
H1 -3.2478 1.8416 2.5988
H2 -2.9794 2.7793 1.1554
H3 -4.6849 2.1603 1.5591
H4 -0.0672 -1.9992 -0.4316
H5 0.5550 -1.6516 1.2581
H6 1.9809 0.0837 -2.5729
H7 0.4064 0.5527 -2.1394
H8 0.6455 -1.0999 -2.2200
H9 3.1990 -1.5261 0.2109
H10 3.2118 -1.0559 -1.4491
H11 2.2540 -2.5803 -0.7420
H12 1.0497 1.3723 0.4815
H13 2.8190 1.1051 0.0810
H14 2.0926 0.5032 1.4005

Result of the stability comparison: A is the least stable of them.

A.
DFT (ωB97M-V with the def2-TZVPD basis set) results for one molecule with the formula C5H7ClOS.

The HOMO energy is -9.286 eV. The value obtained for the LUMO energy is 0.492 eV. The frontier orbital gap is 9.8 eV. As for the spin multiplicity: 1.

CARTESIAN COORDINATES (ANGSTROEM)
O1 -0.1995 2.4454 -0.6367
C1 -0.5770 1.5025 0.0782
C2 0.1955 0.2309 0.1527
C3 1.6005 0.3959 -0.5672
Cl1 2.6156 -1.0632 -0.4420
C4 -0.2287 -0.5691 1.3812
C5 -0.7066 -1.1396 0.0133
S1 -2.3365 -1.1540 -0.6911
H1 -1.5754 1.5096 0.7181
H2 2.1468 1.1767 -0.0204
H3 1.4888 0.6355 -1.5684
H4 0.4586 -1.1240 2.0734
H5 -1.1049 -0.0842 1.9750
H6 -0.0162 -1.8930 -0.4369
H7 -1.7609 -0.8692 -2.0292

B.
DFT (ωB97M-V with the def2-TZVPD basis set) results for one molecule with the formula C5H7ClOS.

The HOMO energy is -8.962 eV. The value obtained for the LUMO energy is 0.156 eV. The frontier orbital gap is 9.1 eV. As for the spin multiplicity: 1.

CARTESIAN COORDINATES (ANGSTROEM)
O1 -0.9468 -2.4546 0.5412
C1 -1.0419 -1.2887 -0.0851
S1 -2.4968 -0.7062 -0.5318
C2 0.2661 -0.5225 -0.2345
Cl1 1.6121 -1.6807 -0.5874
C3 0.2369 0.7314 -1.1304
C4 0.0349 1.5929 0.1303
C5 0.5105 0.3987 1.0010
H1 -0.0217 -2.6837 0.6405
H2 -0.5498 0.7370 -1.8909
H3 1.2180 0.8953 -1.5730
H4 -1.0331 1.8466 0.3153
H5 0.6382 2.5002 0.2195
H6 1.5829 0.4648 1.2351
H7 -0.0095 0.1697 1.9500

Result of the stability comparison: A is the least stable of them.

A.
DFT (ωB97M-V with the def2-TZVPD basis set) results for C5H6N4 as an isolated structure.

The HOMO energy is -8.992 eV. The value obtained for the LUMO energy is -0.559 eV. The frontier orbital gap is 8.4 eV. As for the spin multiplicity: 1.

CARTESIAN COORDINATES (ANGSTROEM)
C1 -1.3995 1.8706 0.4360
C2 -0.9773 -0.6801 -0.8857
C3 1.2230 -0.4063 -0.0195
C4 1.5437 -1.3801 1.0438
C5 2.4162 0.4287 -0.4693
H1 -2.3427 1.2984 0.1735
H2 -1.3366 2.9161 0.8006
H3 -0.2504 -1.3507 -1.7914
H4 -2.8539 -1.1719 -0.9903
H5 0.9333 -2.0464 1.3958
H6 2.6725 -1.6052 1.2238
N1 -0.2437 1.2880 0.5578
N2 -0.1248 0.1385 -0.0517
N3 -2.3343 -0.5548 -0.5191
N4 3.0744 1.2550 -0.9045

B.
DFT (ωB97M-V with the def2-TZVPD basis set) results for one molecule with the formula C5H6N4.

The HOMO energy (alpha / beta) is -7.111 / -6.898 eV. The value obtained for the LUMO energy (alpha / beta) is -0.072 / -0.136 eV. The frontier orbital gap (alpha / beta) is 7.0 / 6.8 eV. As for the spin multiplicity: 1.

CARTESIAN COORDINATES (ANGSTROEM)
C1 -2.0567 -1.1834 0.1049
C2 0.5260 1.2485 -0.0186
C3 -1.9586 1.2081 0.2481
C4 0.4130 -1.1956 -0.0475
C5 2.4664 -0.0910 0.0340
N1 -0.8175 -1.4690 0.1351
N2 -0.7234 1.5742 0.0619
N3 -2.5496 0.0551 -0.1704
N4 1.0544 -0.0095 0.0797
H1 -2.7151 -1.8607 0.4166
H2 1.2364 2.0407 -0.4960
H3 3.0307 0.6946 0.4203
H4 2.9441 -0.9835 0.5322
H5 2.6958 -0.0539 -0.9550
H6 -3.5461 0.0253 -0.3453

Result of the stability comparison: B is the least stable of them.

A.
DFT (ωB97M-V with the def2-TZVPD basis set) results for a 2-piece molecular cluster, C2H5S overall.

Its net charge is -1. The HOMO energy is -2.297 eV. The value obtained for the LUMO energy is 3.913 eV. The frontier orbital gap is 6.2 eV. As for the spin multiplicity: 1.

CARTESIAN COORDINATES (ANGSTROEM)
S1 -2.3129 2.3029 1.1366
H1 -1.8553 3.2292 2.0482
C1 1.3098 -1.0127 -0.3075
C2 0.0499 -0.6998 -0.5846
H2 1.5642 -1.9215 0.2188
H3 2.1767 -0.5854 -0.8024
H4 -0.2061 0.1437 -1.2157
H5 -0.7263 -1.4563 -0.4933

B.
DFT (ωB97M-V with the def2-TZVPD basis set) results for a 2-piece molecular cluster, C2H5S overall.

Its net charge is -1. The HOMO energy is -2.354 eV. The value obtained for the LUMO energy is 3.774 eV. The frontier orbital gap is 6.1 eV. As for the spin multiplicity: 1.

CARTESIAN COORDINATES (ANGSTROEM)
S1 -0.8008 2.0188 3.2171
H1 -0.9659 1.1140 4.1789
C1 0.7055 -0.4773 -0.7294
C2 -0.1232 -0.6099 -1.7506
H2 1.7781 -0.6562 -0.7026
H3 0.3231 -0.1576 0.2298
H4 0.2550 -0.8782 -2.7427
H5 -1.1718 -0.3537 -1.7005

Result of the stability comparison: A is the least stable of them.